1.
This record from the OMol25 dataset describes 2 unconnected molecules or ions with the total composition C5H16N2P. The level of theory is ωB97M-V with the def2-TZVPD basis set.

ORCA input file:
```
! wB97M-V def2-TZVPD RIJCOSX def2/J DEFGRID3
* xyz 1 1
C -2.412 1.170 0.862
C -3.367 -0.709 -0.289
C 2.847 -0.815 0.864
C 3.145 1.130 -0.575
C 1.102 -0.114 -0.626
N -2.407 0.384 -0.364
N 2.292 0.047 -0.148
P -0.257 -1.138 -0.084
H -2.105 0.527 1.691
H -1.699 1.990 0.773
H -3.400 1.579 1.097
H -3.366 -1.270 -1.222
H -3.070 -1.377 0.523
H -4.387 -0.364 -0.088
H 2.503 -1.841 0.720
H 3.935 -0.793 0.810
H 2.534 -0.487 1.857
H 4.021 0.740 -1.097
H 2.614 1.809 -1.240
H 3.489 1.690 0.295
H 0.806 0.621 -1.374
H -2.653 0.985 -1.145
H 0.523 -2.291 0.118
H -0.686 -1.470 -1.358
*
```

As for the frontier orbital gap: 8.1 eV. The energy above the lowest of the compared OMol25 structures with the same formula, charge and spin is 0.0 kJ/mol. The calculation puts the LUMO energy at -0.15416 Eh.

---

2.
This record from the OMol25 dataset describes 2 unconnected molecules or ions with the total composition C5H16N3. The level of theory is ωB97M-V with the def2-TZVPD basis set.

ORCA input file:
```
! wB97M-V def2-TZVPD RIJCOSX def2/J DEFGRID3
* xyz 1 1
C -0.369 -0.834 -0.577
C 1.116 -0.957 -0.903
C -1.325 0.847 -2.189
N -0.734 0.562 -1.012
N -1.469 0.007 -3.193
N -1.797 2.086 -2.286
H -0.905 -1.603 -1.120
H -0.474 -0.800 0.497
H 1.722 -0.189 -0.424
H 1.345 -1.039 -1.967
H -0.117 1.313 -0.739
H -0.925 -0.846 -3.181
H -1.833 0.268 -4.079
H -1.961 2.695 -1.516
H -2.374 2.396 -3.060
H 1.550 -1.880 -0.493
C 1.515 -0.241 3.899
C 0.638 -0.216 2.656
H 1.303 -1.160 4.434
H 2.584 -0.225 3.663
H 1.440 0.649 4.522
H 0.460 0.767 2.225
H -0.362 -0.617 2.888
H 0.971 -0.984 1.953
*
```

As for the frontier orbital gap: 11.1 eV. The energy above the lowest of the compared OMol25 structures with the same formula, charge and spin is 77.8 kJ/mol. The calculation puts the LUMO energy at -0.10994 Eh.

---

3.
This record from the OMol25 dataset describes 2 unconnected molecules or ions with the total composition C5H16N3. The level of theory is ωB97M-V with the def2-TZVPD basis set.

ORCA input file:
```
! wB97M-V def2-TZVPD RIJCOSX def2/J DEFGRID3
* xyz 1 1
C 0.093 0.041 1.719
N -0.827 1.158 1.691
C -0.248 2.301 2.385
C -1.140 1.519 0.318
H 0.351 -0.180 2.755
H 1.033 0.246 1.174
H -0.384 -0.860 1.320
H -0.968 3.117 2.386
H -0.015 2.035 3.414
H 0.677 2.648 1.895
H -1.928 2.271 0.317
H -1.531 0.642 -0.207
H -0.262 1.915 -0.217
C 1.185 -1.505 -1.336
C 0.218 -1.658 -2.251
N -1.167 -1.827 -1.789
N 2.505 -1.311 -1.605
H 0.924 -1.532 -0.287
H 0.343 -1.603 -3.320
H -1.637 -2.655 -2.166
H -1.198 -1.905 -0.768
H -1.759 -1.022 -2.025
H 2.726 -0.994 -2.532
H 3.009 -0.841 -0.870
*
```

As for the frontier orbital gap: 8.3 eV. The energy above the lowest of the compared OMol25 structures with the same formula, charge and spin is 247.1 kJ/mol. The calculation puts the LUMO energy at -0.12791 Eh.

---

4.
This record from the OMol25 dataset describes a gas-phase ion, C5H16N3 (charge +1). The level of theory is ωB97M-V with the def2-TZVPD basis set.

ORCA input file:
```
! wB97M-V def2-TZVPD RIJCOSX def2/J DEFGRID3
* xyz 1 1
C -1.230 -1.957 0.974
C -0.271 -0.977 0.345
C -0.109 -1.227 -1.167
N 0.759 -2.363 -1.399
N -0.670 0.429 0.621
C 0.303 1.237 1.306
C 1.099 2.069 0.285
N 0.149 2.504 -0.776
H -0.811 -2.957 1.052
H -1.521 -1.665 1.989
H -2.149 -2.040 0.397
H 0.733 -1.116 0.741
H -1.078 -1.469 -1.609
H 0.180 -0.285 -1.673
H 1.168 -2.414 -2.325
H 1.526 -2.389 -0.739
H -1.558 0.398 1.119
H -0.164 1.927 2.006
H 1.049 0.710 1.904
H 1.605 2.921 0.718
H 1.858 1.429 -0.168
H -0.440 1.667 -0.945
H 0.647 2.766 -1.625
H -0.411 3.284 -0.438
*
```

As for the frontier orbital gap: 9.1 eV. The energy above the lowest of the compared OMol25 structures with the same formula, charge and spin is 136.4 kJ/mol. Its SMILES is C[C@@H](CN)NCC[NH3+]. The calculation puts the LUMO energy at -0.12179 Eh.

---

5.
This record from the OMol25 dataset describes 2 unconnected molecules or ions with the total composition C5H16NO. The level of theory is ωB97M-V with the def2-TZVPD basis set.

ORCA input file:
```
! wB97M-V def2-TZVPD RIJCOSX def2/J DEFGRID3
* xyz 0 2
C -0.180 -0.369 -1.767
C -0.048 0.047 -0.298
C 1.331 -0.055 0.354
C 2.062 1.311 0.265
C 1.173 -0.452 1.832
N -1.552 -0.939 -1.992
H 0.565 -1.095 -2.082
H -0.083 0.482 -2.438
H -0.820 -0.487 0.255
H -0.420 1.067 -0.227
H 1.983 -0.761 -0.149
H 2.737 1.328 -0.580
H 2.665 1.513 1.154
H 1.362 2.141 0.284
H 1.043 -1.512 2.050
H 1.995 -0.072 2.434
H 0.289 0.066 2.210
H -1.774 -1.032 -3.007
H -1.623 -1.930 -1.617
H -2.257 -0.285 -1.587
H -3.572 0.541 1.605
H -2.226 -0.044 1.975
O -2.652 0.536 1.325
*
```

As for the frontier orbital gap (alpha / beta): 4.1 / 12.1 eV. The energy above the lowest of the compared OMol25 structures with the same formula, charge and spin is 132.6 kJ/mol. The calculation puts the LUMO energy (alpha / beta) at 0.02351 / 0.01972 Eh.

---

6.
This record from the OMol25 dataset describes 2 unconnected molecules or ions with the total composition C5H16NO. The level of theory is ωB97M-V with the def2-TZVPD basis set.

ORCA input file:
```
! wB97M-V def2-TZVPD RIJCOSX def2/J DEFGRID3
* xyz 1 1
C 1.172 -0.527 -1.221
C 0.460 -1.065 0.010
C 0.678 -0.580 1.451
C -0.031 -1.599 2.342
C 0.276 0.979 1.789
N 0.412 0.891 -1.451
H 2.196 -0.174 -1.341
H 0.920 -1.138 -2.109
H -0.592 -1.114 -0.309
H 0.830 -2.075 0.133
H 1.750 -0.523 1.798
H 0.667 -2.235 2.859
H -0.351 -1.014 3.234
H -0.653 -2.247 1.711
H 0.980 1.634 1.164
H 0.120 1.392 2.858
H -0.787 1.069 1.433
H 0.612 1.523 -2.148
H 0.513 1.450 -0.583
H -0.650 0.755 -1.561
H -2.615 0.967 -3.138
H -3.056 1.756 -1.939
O -2.263 1.311 -2.268
*
```

As for the frontier orbital gap: 11.1 eV. The energy above the lowest of the compared OMol25 structures with the same formula, charge and spin is 194.9 kJ/mol. The calculation puts the LUMO energy at -0.11170 Eh.

---

7.
This record from the OMol25 dataset describes 3 unconnected molecules or ions with the total composition C5H16NO2. The level of theory is ωB97M-V with the def2-TZVPD basis set.

ORCA input file:
```
! wB97M-V def2-TZVPD RIJCOSX def2/J DEFGRID3
* xyz 1 1
C 0.518 -0.444 2.484
C 0.127 0.991 2.180
C 0.796 1.783 1.039
C 0.108 1.514 -0.234
C -0.574 2.385 -0.962
N 0.230 0.081 -0.683
H 1.095 -0.447 3.460
H -0.361 -1.095 2.637
H 1.179 -1.070 1.896
H -0.942 0.971 2.017
H 0.234 1.602 3.080
H 1.885 1.632 1.092
H 0.975 2.816 1.293
H -1.039 2.110 -1.883
H -0.844 3.355 -0.593
H 0.417 -0.603 0.053
H -0.742 -0.153 -0.911
H 0.880 0.154 -1.470
H -0.573 -1.903 -2.457
H -0.738 -1.339 -3.852
O -0.683 -1.046 -2.928
H 0.070 -3.922 -1.491
H -1.242 -3.933 -2.231
O -0.775 -3.440 -1.535
*
```

As for the frontier orbital gap: 11.1 eV. The energy above the lowest of the compared OMol25 structures with the same formula, charge and spin is 172.7 kJ/mol. The calculation puts the LUMO energy at -0.11062 Eh.

---

8.
This record from the OMol25 dataset describes 3 unconnected molecules or ions with the total composition C5H16NO2. The level of theory is ωB97M-V with the def2-TZVPD basis set.

ORCA input file:
```
! wB97M-V def2-TZVPD RIJCOSX def2/J DEFGRID3
* xyz 1 1
C -0.012 1.136 1.124
C 1.335 0.789 0.736
C 1.384 0.346 -0.725
C 1.531 -0.983 -0.987
C 1.426 1.195 -1.903
N -0.988 0.029 0.988
H 0.065 1.595 2.138
H -0.402 1.892 0.389
H 1.793 0.005 1.356
H 2.017 1.648 0.677
H 1.731 -1.599 -0.198
H 1.719 -1.349 -2.044
H 0.478 1.698 -2.077
H 2.035 2.200 -1.820
H 1.737 0.640 -2.814
H -1.986 0.340 0.590
H -0.719 -0.808 0.333
H -0.950 -0.598 1.895
H -2.263 2.583 -1.207
H -3.541 1.945 -1.487
O -2.650 1.722 -1.017
H -0.634 -4.357 2.405
H -1.456 -4.175 1.032
O -0.686 -3.817 1.573
*
```

As for the frontier orbital gap: 9.7 eV. The energy above the lowest of the compared OMol25 structures with the same formula, charge and spin is 224.5 kJ/mol. The calculation puts the LUMO energy at -0.11402 Eh.